(1)
Here is a 9-piece molecular cluster, C38H114N15O9P5S4 overall in a non-equilibrium geometry from OMol25. Energies are from ωB97M-V/def2-TZVPD.

Orbital gap (alpha / beta) in eV: 8.0 / 3.5
Multiplicity: 2
Total charge: +1
E in eV: -171810.965
LUMO (alpha / beta) in hartree: -0.068 / -0.230

Structure (XYZ):
```
185
Properties=species:S:1:pos:R:3:forces:R:3:lowdin_charge:R:1
O 2.00766 -1.37783 6.33936 0.3 0.6 -0.6 -0.27
P 0.56765 -1.12614 6.27212 -3.2 0.2 0.1 0.60
N -0.31333 -2.19059 7.25443 -0.5 0.6 0.3 -0.31
C -0.18229 -3.61739 6.96112 1.1 0.6 -0.6 -0.10
C -1.11223 -1.85577 8.45092 -0.3 0.2 -1.2 -0.10
N -0.16944 -1.32989 4.68339 0.5 -0.3 1.0 -0.29
C 0.43690 -0.69212 3.51870 -0.7 0.0 0.9 -0.11
C -1.53846 -1.77343 4.41847 0.3 0.2 0.7 -0.14
N 0.07676 0.45014 6.77367 2.0 -1.7 0.3 -0.30
C 1.01724 1.26530 7.53665 1.0 -0.1 -0.3 -0.12
C -1.21538 1.00431 6.67510 -1.0 0.8 -0.4 -0.14
H -0.42190 -3.73624 5.90444 -0.1 -0.6 0.1 0.06
H -0.76181 -4.27816 7.60582 -0.2 0.4 -0.1 0.09
H 0.87967 -3.82547 7.09168 0.0 -0.7 -0.1 0.08
H -0.76740 -0.92956 8.91065 0.0 -0.3 0.2 0.07
H -1.19050 -2.70118 9.13447 0.8 0.1 0.2 0.08
H -2.15403 -1.73085 8.15567 -0.3 0.4 0.0 0.07
H 0.21910 -1.26299 2.61606 0.6 -0.5 0.0 0.06
H -0.12566 0.22204 3.32913 0.2 0.8 0.0 0.05
H 1.49247 -0.50938 3.71992 -0.1 0.0 -0.4 0.09
H -2.16666 -1.00399 3.96968 0.0 0.7 0.2 0.05
H -1.62535 -2.58073 3.69127 0.5 -0.4 0.0 0.08
H -1.99414 -2.08124 5.35960 -0.1 -0.1 -0.1 0.08
H 0.57941 2.03397 8.17349 -0.6 -0.4 0.1 0.08
H 1.69032 0.66337 8.14717 -0.1 -0.1 0.0 0.08
H 1.64240 1.83002 6.84503 0.3 0.0 -0.1 0.05
H -1.64685 0.95869 5.67518 0.0 -0.2 -0.2 0.07
H -1.07804 2.06263 6.89693 -0.5 0.1 -0.1 0.07
H -1.94515 0.60186 7.37766 -0.1 -0.1 0.2 0.07
O -1.27336 3.96778 4.60086 -1.1 -0.4 -0.6 -0.22
P -0.37825 4.59023 3.63838 2.2 1.1 1.3 0.54
N 1.04250 5.16320 4.35076 0.8 -0.1 -0.9 -0.30
C 1.99020 4.07116 4.76909 -1.1 0.0 0.3 -0.07
C 1.02121 6.30455 5.30042 -1.4 -0.3 0.0 -0.08
N -1.00171 5.97674 2.81001 -1.7 -2.3 0.4 -0.14
C -2.45339 5.89608 2.36421 0.7 0.5 -0.5 -0.01
C -0.19770 7.03452 2.27880 -0.2 0.3 -0.4 -0.07
N 0.11579 3.68605 2.31333 1.7 1.4 -1.0 -0.18
C -0.74253 2.75408 1.59688 -0.8 1.1 0.5 -0.05
C 1.20296 4.23244 1.41331 -0.4 -0.5 0.4 -0.05
H 2.36326 3.50456 3.91593 0.0 0.1 0.1 0.08
H 1.44703 3.41157 5.44586 0.0 -0.4 -0.1 0.06
H 2.80303 4.45004 5.38866 0.0 0.4 -0.5 0.09
H 0.14860 6.22137 5.94828 0.0 -0.2 0.4 0.08
H 0.86840 7.27453 4.82727 0.5 0.0 -0.4 0.07
H 1.90747 6.32027 5.93478 0.0 -0.1 -0.4 0.09
H -2.63198 5.46985 1.37702 1.1 0.0 -0.6 0.08
H -3.13869 5.25762 2.92174 0.6 0.5 1.1 0.10
H -2.77366 6.92908 2.22843 -0.3 -0.1 0.5 0.10
H -0.63448 7.93083 2.71920 0.1 0.4 -0.3 0.12
H 0.86299 6.98637 2.52521 -0.3 -0.3 0.2 0.09
H -0.32294 7.02101 1.19610 0.0 0.4 -0.2 0.10
H -0.31739 1.75317 1.52246 -0.1 0.1 0.5 0.07
H -1.67904 2.87984 2.14023 -0.3 -1.2 -0.2 0.09
H -0.90464 3.13318 0.58787 0.1 0.1 -0.2 0.08
H 1.62544 3.36609 0.90434 0.3 0.0 0.3 0.09
H 1.94342 4.83871 1.93508 -0.1 -0.4 0.2 0.08
H 0.79660 4.83547 0.60131 -0.5 0.1 0.2 0.06
O -1.48302 5.74576 -1.42075 -0.2 -1.6 -0.5 -0.33
P -1.54828 4.74043 -2.54449 0.2 0.1 -0.6 0.58
N -3.00795 3.85805 -2.69752 0.6 -0.6 0.1 -0.29
C -3.42350 3.12117 -3.92219 -0.4 1.6 -0.2 -0.09
C -4.15402 4.26613 -1.88598 0.6 0.1 0.4 -0.12
N -0.29444 3.57853 -2.46693 -0.3 0.5 -0.3 -0.29
C 1.04908 3.86577 -1.90313 -0.6 -0.4 -1.1 -0.11
C -0.25094 2.38196 -3.36884 -1.7 0.4 0.7 -0.10
N -1.40924 5.49146 -4.05464 1.3 -0.9 0.2 -0.31
C -2.40012 6.43585 -4.53437 -0.7 -0.5 0.7 -0.11
C -0.03796 5.70172 -4.55719 -0.3 0.1 0.0 -0.10
H -2.83476 2.26455 -4.25034 0.0 0.1 0.5 0.06
H -3.48948 3.83309 -4.74494 0.5 0.0 -0.4 0.07
H -4.48409 2.89197 -3.81872 0.2 -0.7 0.4 0.08
H -4.69360 5.06845 -2.38922 -0.2 0.3 0.3 0.08
H -3.76286 4.54796 -0.90840 -0.3 0.5 -0.1 0.06
H -4.86520 3.46465 -1.68611 0.2 -0.3 -0.3 0.08
H 1.16297 4.87774 -1.51449 -0.3 -0.3 0.3 0.07
H 1.27680 3.03710 -1.23266 0.2 0.4 0.5 0.05
H 1.75988 3.76911 -2.72382 0.3 0.2 -0.1 0.08
H 0.72244 1.89258 -3.40278 0.0 0.5 -0.2 0.08
H -0.95972 1.63989 -3.00134 0.1 -0.3 0.4 0.05
H -0.70516 2.59587 -4.33631 0.8 0.3 -0.4 0.07
H -2.26554 7.48015 -4.25259 0.7 0.1 -0.2 0.09
H -2.53208 6.30255 -5.60811 0.0 0.3 0.0 0.09
H -3.33252 6.20551 -4.01893 -0.3 -0.2 -0.3 0.06
H 0.56046 4.79080 -4.57173 -0.2 -0.1 0.2 0.06
H 0.50058 6.44396 -3.96797 0.1 0.2 0.0 0.08
H -0.07858 6.04349 -5.59142 -0.1 0.1 0.0 0.09
O 5.38757 -3.27120 -3.94723 0.6 2.4 0.3 -0.33
P 6.18990 -1.98914 -4.10061 0.1 -0.5 -0.2 0.65
N 5.81678 -0.70740 -3.01294 1.0 0.4 0.4 -0.28
C 6.46622 0.67602 -3.06234 -0.7 -1.0 -0.4 -0.08
C 4.76199 -0.80267 -2.00140 -0.4 -0.4 -0.3 -0.12
N 5.98145 -1.29361 -5.64455 -1.8 -2.0 1.2 -0.31
C 6.98486 -0.61768 -6.29580 2.6 2.2 -0.7 -0.19
C 4.72120 -1.39121 -6.42188 0.8 -1.0 0.4 -0.07
N 7.90283 -2.23090 -3.86148 -1.0 0.6 -0.9 -0.30
C 8.29787 -2.52765 -2.48553 -0.2 0.7 -0.2 -0.13
C 8.78358 -2.90882 -4.83425 -1.1 -1.5 0.6 -0.11
H 5.91803 1.36849 -3.70114 -0.1 -0.2 -0.5 0.07
H 7.50429 0.65954 -3.39441 -0.1 -0.3 0.0 0.07
H 6.42156 1.18466 -2.09932 0.1 -0.6 0.3 0.07
H 4.73468 -1.77076 -1.50124 0.2 -0.1 -0.1 0.06
H 3.77364 -0.65899 -2.43799 -0.2 0.1 -0.1 0.06
H 4.83850 -0.04518 -1.22137 0.4 0.0 -0.1 0.08
H 7.76871 -1.13779 -6.84642 -0.1 -1.0 0.0 0.07
H 6.59257 0.03405 -7.07647 -0.2 0.5 0.4 0.09
H 7.54746 -0.05648 -5.54972 0.2 0.6 -0.3 0.07
H 4.30728 -2.38092 -6.22887 -0.3 0.1 -0.2 0.07
H 3.97503 -0.61325 -6.26032 0.1 0.2 0.5 0.08
H 5.01494 -1.30810 -7.46826 -0.2 -0.3 0.0 0.08
H 7.49612 -2.15109 -1.85032 0.4 0.2 0.4 0.06
H 8.47748 -3.57148 -2.22814 -0.3 -0.4 -0.5 0.07
H 9.25488 -2.03386 -2.31691 -0.1 0.3 0.4 0.08
H 8.77009 -3.95956 -4.54468 0.0 -0.5 -0.1 0.07
H 9.84719 -2.68394 -4.75514 -0.2 0.9 -0.1 0.09
H 8.38503 -2.94153 -5.84824 0.2 0.6 0.1 0.07
O -5.81292 -4.76008 2.67804 -0.1 -1.2 1.4 -0.26
P -5.56647 -3.61714 1.83518 -0.2 1.6 -4.2 0.56
N -4.00161 -3.56255 1.15992 0.1 -1.6 0.9 -0.29
C -3.51477 -4.87929 0.58959 -1.8 0.4 0.5 -0.07
C -3.36926 -2.39539 0.61256 1.5 -0.9 0.5 -0.15
N -5.79295 -2.03760 2.40193 -0.7 0.1 -0.8 -0.29
C -5.31262 -1.75418 3.76214 0.0 0.0 -0.3 -0.10
C -7.03601 -1.27589 1.98350 0.9 -0.7 0.9 -0.08
N -6.57971 -3.73383 0.38772 0.6 0.8 1.3 -0.28
C -6.29855 -2.76495 -0.67308 0.4 -0.2 -0.3 -0.18
C -7.38885 -4.93194 0.03154 0.8 0.7 0.4 -0.09
H -2.47315 -4.95728 0.27806 -0.1 0.7 0.1 0.08
H -4.19796 -5.10356 -0.22958 0.3 -0.1 -0.7 0.07
H -3.71337 -5.70123 1.27739 0.1 0.3 0.4 0.07
H -3.38845 -1.60197 1.35970 -0.6 0.6 -0.7 0.08
H -3.55620 -2.24045 -0.45006 -0.6 0.8 0.1 0.04
H -2.31167 -2.65713 0.57936 0.5 0.1 0.1 0.07
H -4.22497 -1.68766 3.78788 0.1 -0.2 -0.1 0.04
H -5.66800 -0.76787 4.06048 -0.2 -0.1 0.1 0.08
H -5.64031 -2.50977 4.47616 0.0 0.1 0.1 0.08
H -7.90810 -1.77636 2.40432 -0.3 0.1 -0.4 0.09
H -7.00284 -0.28096 2.42747 0.2 0.0 0.0 0.07
H -7.08046 -1.15570 0.90106 -0.2 -0.2 0.3 0.05
H -5.77042 -1.85057 -0.40272 0.0 -0.1 1.0 0.04
H -5.58697 -3.14113 -1.40810 -0.2 -0.6 -0.5 0.05
H -7.17824 -2.36740 -1.17924 -0.4 -0.5 -0.1 0.09
H -8.43183 -4.68074 -0.16131 -0.1 0.1 0.1 0.07
H -7.31525 -5.67008 0.83018 -0.1 0.3 0.1 0.07
H -6.99828 -5.42627 -0.85795 0.2 0.1 -0.2 0.07
C -3.32098 -2.20621 -5.20020 -0.5 0.7 0.7 -0.23
S -3.52435 -2.21183 -3.36472 1.5 1.0 0.6 0.85
O -2.18447 -1.69793 -2.73529 -2.5 -0.6 -1.2 -0.61
C -4.79661 -0.82384 -3.26117 0.5 -0.5 -0.7 -0.22
H -2.51998 -2.87280 -5.51981 0.0 0.0 0.3 0.04
H -3.13079 -1.17601 -5.50123 0.2 0.0 0.0 0.05
H -4.28563 -2.49645 -5.61654 0.0 -0.2 0.0 0.05
H -5.68494 -1.06373 -3.84549 0.1 -0.4 -0.2 0.06
H -4.34039 0.04286 -3.73948 0.1 0.2 0.4 0.03
H -5.18076 -0.64032 -2.25775 0.7 -0.1 0.1 0.03
C 3.64546 -4.72916 -0.62432 0.0 -0.7 1.8 -0.25
S 4.73402 -4.09486 0.77463 -0.2 -1.7 1.4 0.83
O 4.31402 -4.80009 2.10328 0.5 1.3 -3.0 -0.58
C 6.28571 -4.93163 0.24320 0.0 1.0 -0.4 -0.25
H 3.53047 -5.74575 -0.24829 0.1 -0.4 -0.5 0.05
H 4.02520 -4.67924 -1.64481 0.3 0.3 0.2 0.04
H 2.64100 -4.32646 -0.49393 0.2 0.4 -0.2 0.01
H 6.26546 -5.97647 -0.06661 -0.5 -0.1 0.7 0.06
H 6.97806 -4.68598 1.04845 0.0 -0.5 0.1 0.05
H 6.67020 -4.40701 -0.63147 -0.2 0.3 -0.1 0.02
C -0.43942 -5.18248 -3.50949 0.6 0.4 -1.5 -0.25
S 0.62627 -4.82108 -4.94948 1.0 3.2 1.0 0.87
O 0.01270 -3.68961 -5.73578 -0.5 -1.1 -0.1 -0.59
C 1.82624 -3.82886 -3.89666 0.4 -0.9 -0.3 -0.23
H -0.86030 -4.22137 -3.21411 -0.2 -0.1 0.1 0.03
H 0.27908 -5.55791 -2.78087 -0.6 -0.5 0.2 0.05
H -1.14283 -5.86180 -3.99096 -0.3 -0.2 1.0 0.04
H 1.40318 -3.00097 -3.32772 -0.9 -0.3 -0.1 0.04
H 2.58530 -3.34149 -4.50853 0.1 -0.6 -0.3 0.03
H 2.27956 -4.54488 -3.21116 0.3 0.1 0.0 0.02
C -0.70700 0.14245 -0.50794 -0.1 -0.3 0.0 -0.25
S 0.95747 -0.26065 -1.20829 0.3 -0.6 1.5 0.84
O 2.02309 0.48637 -0.41763 -1.2 -0.2 -0.6 -0.58
C 1.09908 -2.01319 -0.61204 0.0 0.3 -0.4 -0.23
H -1.52136 -0.36541 -1.02465 0.4 -0.3 -0.6 0.02
H -0.89621 1.20697 -0.64617 0.3 0.0 0.0 0.02
H -0.84748 -0.15191 0.53212 0.6 0.1 0.2 0.04
H 0.31863 -2.61904 -1.07240 -0.1 0.1 -0.1 0.04
H 1.09641 -2.14977 0.46937 -0.3 0.6 0.1 0.05
H 2.07608 -2.36911 -0.93895 0.0 0.2 -0.3 0.01
```
Forces are in eV/Å.

---

(2)
Here is C38H20AsF4N7OSTa as an isolated structure from OMol25. Energies are from ωB97M-V/def2-TZVPD.

Orbital gap in eV: 4.9
Total charge: +3
E in eV: -136273.983
LUMO in hartree: -0.417

Structure (XYZ):
```
73
Properties=species:S:1:pos:R:3:forces:R:3:lowdin_charge:R:1
Ta 0.31957 1.26633 0.46426 -0.6 0.5 -0.3 1.54
N -1.79008 4.29786 2.64140 -0.1 0.0 0.0 0.15
C -0.91796 3.36831 2.27871 0.0 -0.1 0.0 -0.77
S -0.00828 3.64046 0.76305 0.0 0.1 0.1 0.69
N -0.72691 2.30405 3.01792 0.1 0.0 -0.3 0.03
N 0.19700 1.43754 2.45094 0.0 -0.2 0.6 -0.25
C 0.93685 0.75734 3.33459 0.0 0.0 0.1 0.04
C 2.08953 -0.00370 3.06398 0.1 0.0 -0.1 -0.14
C 2.74699 -0.68764 4.11004 0.0 0.0 -0.1 0.04
C 3.92933 -1.34668 3.85123 0.0 0.0 0.0 -0.01
C 4.48487 -1.32699 2.57176 0.0 0.0 -0.1 0.03
C 3.87698 -0.65402 1.50723 -0.1 0.0 0.3 0.04
C 2.69764 -0.02009 1.78389 -0.2 0.2 -0.2 -0.25
O 2.01059 0.67902 0.82176 0.6 -0.3 -0.1 -0.24
H -1.86972 5.16983 2.14542 0.0 0.0 0.0 0.12
H -2.29133 4.19406 3.51292 0.0 0.0 0.0 0.14
H 0.60987 0.86930 4.36575 0.0 0.0 0.0 0.17
H 2.31764 -0.68819 5.10379 0.0 0.0 0.0 0.14
H 4.43961 -1.87247 4.64608 0.0 0.0 0.0 0.14
H 5.42065 -1.84195 2.39493 0.0 0.0 0.0 0.14
H 4.31247 -0.62955 0.51867 0.0 0.0 0.0 0.15
F -3.75141 3.72725 -4.09951 0.0 0.0 0.0 0.18
C -2.45986 3.62338 -3.87352 0.1 0.0 0.0 -0.13
C -1.59095 4.35328 -4.61647 0.0 0.0 0.0 -0.11
F -2.06601 5.13973 -5.54167 0.0 0.0 0.0 0.21
C -0.15378 4.32388 -4.41207 0.0 -0.1 0.1 0.01
C 0.28298 3.41525 -3.36953 0.1 0.0 -0.1 -0.12
C -0.60628 2.72574 -2.63763 -0.2 -0.2 0.0 -0.08
F -0.05592 1.74568 -1.78679 0.3 0.1 0.0 -0.08
C -2.03802 2.79374 -2.77952 0.0 0.0 0.0 0.01
C -2.94843 2.14942 -1.95258 0.1 0.0 0.1 -0.11
C -2.43309 1.60320 -0.76363 0.1 0.0 0.0 -0.07
N -1.84150 1.26175 0.17021 -0.2 0.2 0.0 0.02
C -4.36137 2.04808 -2.12226 0.0 0.0 -0.1 -0.15
N -5.49451 1.87542 -2.18883 0.0 0.0 0.0 0.25
F 1.56123 3.21440 -3.15506 0.0 0.0 0.0 0.18
C 0.72404 5.07225 -5.15063 0.0 0.0 0.0 -0.06
C 0.32333 5.94916 -6.20120 0.0 0.0 0.0 -0.11
N 0.07165 6.68104 -7.05147 0.0 0.0 0.0 0.30
C 2.13608 5.05726 -4.92939 0.0 -0.1 0.1 -0.12
N 3.26979 5.06322 -4.74356 0.0 0.0 0.0 0.28
C -4.42567 -2.68528 -1.48401 0.0 0.0 0.0 -0.03
C -4.42914 -1.95450 -0.30025 0.0 0.0 0.0 -0.05
C -3.23185 -1.54163 0.26034 0.0 0.0 0.0 -0.13
C -2.03290 -1.87152 -0.37233 0.0 0.0 0.0 -0.39
C -2.02173 -2.61228 -1.55003 0.0 0.0 0.0 -0.09
C -3.23000 -3.01415 -2.10472 0.0 0.0 0.0 -0.04
As -0.37600 -1.35932 0.43948 -0.1 -0.3 -0.1 1.32
C -0.09383 -2.24858 2.10645 0.0 0.0 0.0 -0.31
C -0.81687 -2.11364 3.28064 0.0 0.0 0.0 -0.08
C -0.45342 -2.89558 4.36998 0.0 0.0 0.0 -0.04
C 0.61435 -3.78165 4.26538 0.0 0.0 0.0 -0.03
C 1.33429 -3.90307 3.08416 0.0 0.0 0.0 0.01
C 0.98774 -3.13017 1.98032 0.0 0.0 0.0 -0.19
C 1.64977 -3.15608 0.65545 0.0 0.0 0.0 -0.19
C 2.73765 -3.94807 0.30596 0.0 0.0 0.0 0.00
C 3.26936 -3.86563 -0.97388 0.0 0.0 0.0 -0.02
C 2.73215 -3.00006 -1.92080 0.0 0.0 0.0 -0.04
C 1.64006 -2.20694 -1.59402 0.0 0.0 0.0 -0.09
C 1.10888 -2.29859 -0.31612 0.0 -0.1 0.1 -0.33
H -5.36258 -3.00987 -1.91609 0.0 0.0 0.0 0.13
H -5.36489 -1.71709 0.18731 0.0 0.0 0.0 0.12
H -3.24394 -0.98421 1.19065 0.0 0.0 0.0 0.10
H -1.09067 -2.89805 -2.02391 0.0 0.0 0.0 0.10
H -3.23433 -3.59796 -3.01507 0.0 0.0 0.0 0.12
H -1.66381 -1.44126 3.35425 0.0 0.0 0.0 0.11
H -1.01461 -2.83366 5.29266 0.0 0.0 0.0 0.12
H 0.87865 -4.39832 5.11418 0.0 0.0 0.0 0.13
H 2.15030 -4.61171 3.02803 0.0 0.0 0.0 0.12
H 3.16798 -4.64041 1.01761 0.0 0.0 0.0 0.12
H 4.10718 -4.49500 -1.24279 0.0 0.0 0.0 0.13
H 3.15350 -2.96123 -2.91596 0.0 0.0 0.0 0.12
H 1.20108 -1.56045 -2.34611 0.0 0.0 0.0 0.11
```
Forces are in eV/Å.

---

Which of these has the highest E?
C38H20AsF4N7OSTa

---

Among the records above, which one has the highest E?
C38H20AsF4N7OSTa

---

Which of these has the lowest total charge?
C38H114N15O9P5S4

---

Which value of E does entry 2 give?
-136273.983 eV